Model one:
{
  "formula": "C2H9N4O",
  "method": "wB97M-V/def2-TZVPD",
  "gap_ev": 10.78,
  "smiles": "C=N[C@](N)([NH3+])ON",
  "e_homo_ev": -13.9,
  "total_charge": 1,
  "symbols": ["O", "N", "N", "N", "N", "C", "C", "H", "H", "H", "H", "H", "H", "H", "H", "H"],
  "xyz": [[0.2827, 0.8056, 0.8788], [0.5171, -1.2644, -0.6467], [-1.1513, 0.3191, -0.9461], [-1.3873, -0.8439, 1.0889], [0.6970, 1.9256, 0.0202], [-0.4051, -0.1666, 0.2541], [1.6144, -1.5194, -0.0845], [-1.7363, 1.1593, -0.7633], [-1.8723, -0.3287, -1.2764], [1.5834, 1.7106, -0.3422], [-1.2169, -0.6382, 2.0279], [2.0732, -1.2298, 0.9093], [2.2475, -2.1021, -0.5975], [0.4462, 2.8029, 0.4160], [-1.5095, -1.7860, 0.7868], [-0.5569, 0.5567, -1.7152]]
}

Model two:
{
  "formula": "C2H9N4O",
  "method": "wB97M-V/def2-TZVPD",
  "gap_ev": 11.73,
  "e_homo_ev": -14.7,
  "total_charge": 1,
  "symbols": ["O", "N", "N", "N", "N", "C", "C", "H", "H", "H", "H", "H", "H", "H", "H", "H"],
  "xyz": [[-0.6778, -1.9421, 2.8927], [0.0374, -0.2232, -0.8365], [-1.4903, -1.1453, 0.7985], [1.6143, 0.8433, -1.9315], [0.2369, 2.1064, -0.6536], [0.5469, 0.9187, -1.1508], [-0.7047, -1.1614, 1.8321], [-1.4303, -2.5561, 3.1012], [0.4584, -1.0945, -1.2169], [-0.7470, -0.2239, -0.1454], [1.7776, -0.0070, -2.5489], [2.1090, 1.7235, -2.2233], [-2.2516, -1.7197, 1.1654], [-0.1228, 2.1264, 0.3114], [0.2109, -0.6034, 1.6608], [0.4332, 2.9583, -1.0552]]
}

Which structure is the most stable? The one labeled model two.

Model one:
{
  "formula": "C5H7N2P",
  "method": "wB97M-V/def2-TZVPD",
  "gap_ev": 9.51,
  "smiles": "CPc1cnccn1",
  "e_homo_ev": -9.0,
  "symbols": ["P", "N", "N", "C", "C", "C", "C", "C", "H", "H", "H", "H", "H", "H", "H"],
  "xyz": [[-1.8439, -0.5298, -0.7324], [1.9874, 0.8327, -0.7790], [-0.3324, 1.1953, 0.6882], [0.7767, 1.8562, 0.9790], [-1.3501, -2.1816, -0.0404], [0.8816, 0.1750, -1.0702], [1.9404, 1.6751, 0.2442], [-0.2901, 0.3469, -0.3317], [-2.2317, -2.8178, -0.0095], [-0.6141, -2.6402, -0.6987], [0.9217, -0.5070, -1.9103], [2.8531, 2.2091, 0.4684], [-2.4885, -0.0719, 0.4164], [0.7231, 2.5392, 1.8163], [-0.9333, -2.0815, 0.9598]]
}

Model two:
{
  "formula": "C5H7N2P",
  "method": "wB97M-V/def2-TZVPD",
  "gap_ev": 9.32,
  "smiles": "C=PCc1cc[nH]n1",
  "e_homo_ev": -8.7,
  "symbols": ["P", "N", "N", "C", "C", "C", "C", "C", "H", "H", "H", "H", "H", "H", "H"],
  "xyz": [[2.6436, -0.4100, 0.0245], [-0.8201, 0.6569, 1.0826], [-1.9561, 0.7879, 0.4564], [-1.0529, -0.9126, -0.5622], [1.0497, -1.0524, 0.8978], [-0.2293, -0.4445, 0.5034], [-2.0408, -0.0102, -0.6283], [2.2831, 1.0223, -0.7466], [1.2164, -0.5485, 1.9859], [1.2521, 1.4907, -0.7626], [-2.6633, 1.6106, 0.6054], [-0.8857, -1.7581, -1.3112], [3.0453, 1.6139, -1.1837], [-2.7981, 0.0712, -1.3330], [0.9561, -2.1173, 0.9715]]
}

Which structure is the most stable? The one labeled model one.

Model one:
{
  "formula": "C5H11NO",
  "method": "wB97M-V/def2-TZVPD",
  "gap_ev": 10.65,
  "smiles": "CCCCNC=O",
  "e_homo_ev": -9.8,
  "symbols": ["O", "N", "C", "C", "C", "C", "C", "H", "H", "H", "H", "H", "H", "H", "H", "H", "H", "H"],
  "xyz": [[-0.1748, 1.2340, 2.0803], [1.7063, 0.6645, 0.8892], [-0.6186, -0.8193, -0.1944], [-0.1897, 0.5000, -0.8347], [0.9344, 0.7783, 1.9955], [-1.8207, -1.5599, -0.8218], [1.1973, 1.0416, -0.4496], [-1.7254, -1.9086, -1.8491], [-2.0471, -2.4360, -0.2196], [1.0947, 2.1323, -0.3800], [-0.2257, 0.3528, -1.9226], [1.5092, 0.3556, 2.8374], [-0.9015, -0.6702, 0.8435], [0.2565, -1.4849, -0.0501], [-2.5632, -0.7518, -0.8712], [1.8720, 0.6724, -1.2150], [-1.0054, 1.2146, -0.6810], [2.7016, 0.6845, 0.8431]]
}

Model two:
{
  "formula": "C5H11NO",
  "method": "wB97M-V/def2-TZVPD",
  "gap_ev": 10.81,
  "smiles": "CCCCC(N)=O",
  "e_homo_ev": -9.9,
  "symbols": ["O", "N", "C", "C", "C", "C", "C", "H", "H", "H", "H", "H", "H", "H", "H", "H", "H", "H"],
  "xyz": [[-1.9938, 0.3962, -0.4979], [-1.9394, -1.4467, -1.9286], [0.8384, 0.6954, -0.4428], [1.2888, 1.1808, 0.9340], [-1.3224, -0.4774, -1.0960], [0.1015, -0.6714, -0.6033], [0.6165, 0.2622, 2.0279], [1.4483, -0.4649, 1.8775], [1.7513, 0.9559, -0.9919], [0.8483, 2.2136, 1.1032], [-0.0778, 1.3602, -0.6820], [2.3134, 1.2326, 1.4738], [0.5834, 0.7484, 3.0137], [-0.4213, -0.0511, 1.7171], [-2.9345, -1.3604, -1.8574], [0.5484, -1.3234, -1.5297], [-0.0275, -1.3953, 0.2634], [-1.6216, -1.8546, -2.7810]]
}

Model three:
{
  "formula": "C5H11NO",
  "method": "wB97M-V/def2-TZVPD",
  "gap_ev": [6.70, 6.70],
  "e_homo_ev": [-6.5, -6.5],
  "symbols": ["O", "N", "C", "C", "C", "C", "C", "H", "H", "H", "H", "H", "H", "H", "H", "H", "H", "H"],
  "xyz": [[-0.8024, -0.4661, 0.1931], [-0.6554, 1.1630, 2.2991], [-1.5372, -0.3998, -1.0302], [-0.1217, 0.9646, 1.2130], [0.6335, -1.3363, 0.2365], [1.3309, -1.4550, -0.9530], [0.5790, 1.8623, 0.2705], [-0.1374, 2.2579, -0.4522], [-2.2531, 0.4188, -0.9383], [1.6498, -2.4230, -1.3097], [1.6510, -0.5913, -1.5217], [-0.8762, -0.2244, -1.8825], [1.0019, -0.5770, 1.0223], [-1.1259, 0.3933, 2.7626], [0.3697, -2.2698, 0.7277], [1.3553, 1.3301, -0.2800], [-2.0827, -1.3323, -1.1909], [1.0209, 2.6852, 0.8337]]
}

Model four:
{
  "formula": "C5H11NO",
  "method": "wB97M-V/def2-TZVPD",
  "gap_ev": 9.05,
  "e_homo_ev": -7.9,
  "symbols": ["O", "N", "C", "C", "C", "C", "C", "H", "H", "H", "H", "H", "H", "H", "H", "H", "H", "H"],
  "xyz": [[0.5707, 1.1173, 1.5962], [-0.3323, 0.5602, -1.5105], [0.1618, 0.0722, 1.5965], [2.0467, -0.1428, -1.0224], [1.0924, 0.9653, -1.4739], [-2.1277, -0.1833, -0.1891], [-1.1553, 0.7315, -0.3497], [-1.1754, 1.7271, 0.0375], [1.3037, 1.2831, -2.4993], [-0.4378, -0.4012, -1.8052], [1.7496, -0.4666, -0.0360], [-2.6433, -0.2397, 0.7668], [3.0795, 0.2099, -1.0180], [-1.7334, -2.3632, 4.6539], [-2.3961, -0.9365, -0.9225], [1.1640, 1.8577, -0.8573], [-1.1170, -2.7754, 4.7108], [1.9497, -1.0157, -1.6778]]
}

Which structure is the most stable? The one labeled model one.

Model one:
{
  "formula": "C5H11NO",
  "method": "wB97M-V/def2-TZVPD",
  "gap_ev": 9.07,
  "smiles": "C/C=C/C=C/N.O",
  "e_homo_ev": -8.3,
  "symbols": ["O", "N", "C", "C", "C", "C", "C", "H", "H", "H", "H", "H", "H", "H", "H", "H", "H", "H"],
  "xyz": [[-0.0552, 1.5286, 1.9595], [-1.6700, 1.9664, -1.3126], [1.3823, -1.4468, -0.2905], [-1.5373, 0.6207, -0.7357], [-0.5619, -0.2316, -0.9967], [0.1084, -1.1172, -0.0372], [2.3763, -1.9892, 0.7274], [0.1222, 1.4472, 1.0161], [2.2568, -3.0785, 0.6691], [2.3140, -1.6066, 1.7375], [-0.3626, -1.3147, 0.9183], [0.0164, -0.0316, -1.9019], [-1.9863, 2.5545, -0.5414], [-2.1737, 0.4737, 0.1378], [3.3681, -1.8152, 0.3032], [-0.7125, 2.1970, 2.0870], [1.6871, -1.2888, -1.3174], [-2.4851, 1.9111, -1.9255]]
}

Model two:
{
  "formula": "C5H11NO",
  "method": "wB97M-V/def2-TZVPD",
  "gap_ev": 10.58,
  "smiles": "C=NCCCCO",
  "e_homo_ev": -9.7,
  "symbols": ["O", "N", "C", "C", "C", "C", "C", "H", "H", "H", "H", "H", "H", "H", "H", "H", "H", "H"],
  "xyz": [[-2.0611, 0.5722, -1.0945], [0.9034, -0.2048, 1.5803], [0.4369, 0.2819, 2.7022], [-0.0148, -0.9463, -1.0721], [0.9623, 0.2484, -0.9600], [-1.4683, -0.7351, -0.7662], [1.0743, 0.7597, 0.4556], [-2.1418, -1.4240, -1.2472], [-2.0933, 0.7622, -2.0683], [0.0696, 1.2713, 2.7575], [0.5316, -0.1524, 3.6665], [0.2964, -1.6996, -0.3332], [0.0305, -1.4627, -2.1285], [2.0012, -0.2829, -1.2333], [0.6346, 1.1453, -1.5432], [0.4127, 1.6681, 0.5310], [-1.6726, -0.9727, 0.2131], [2.0984, 1.1716, 0.5403]]
}

Which structure is the most stable? The one labeled model one.

Model one:
{
  "formula": "C5H11NO",
  "method": "wB97M-V/def2-TZVPD",
  "gap_ev": 7.16,
  "smiles": "C=C/C(C)=C/N.O",
  "e_homo_ev": -6.6,
  "symbols": ["O", "N", "C", "C", "C", "C", "C", "H", "H", "H", "H", "H", "H", "H", "H", "H", "H", "H"],
  "xyz": [[3.2926, 1.3851, -1.3573], [1.4999, -1.0366, 0.4001], [-0.7245, 1.4879, 0.8493], [-2.0730, -0.4371, -0.0780], [0.1331, -0.9407, 0.6245], [-2.5179, -1.4476, -0.8912], [-0.7012, 0.0640, 0.2170], [-3.2578, -1.1900, -1.6647], [3.8518, 1.7290, -0.6364], [-2.8104, 0.2902, 0.2844], [2.1111, -1.6540, 0.9667], [0.1660, 2.1181, 1.0391], [-0.2245, -1.7068, 1.3734], [-1.2058, 1.3443, 1.8854], [2.1043, -0.7238, -0.3606], [-2.0354, -2.4529, -0.8962], [-1.5432, 2.0130, 0.2642], [3.9350, 1.1580, -2.0196]]
}

Model two:
{
  "formula": "C5H11NO",
  "method": "wB97M-V/def2-TZVPD",
  "gap_ev": 9.70,
  "e_homo_ev": -8.6,
  "symbols": ["O", "N", "C", "C", "C", "C", "C", "H", "H", "H", "H", "H", "H", "H", "H", "H", "H", "H"],
  "xyz": [[-2.8860, -1.0170, 0.6524], [-0.9496, -0.2766, -0.6421], [0.1359, -0.2903, 0.3174], [-2.0776, -0.0077, 0.1594], [-0.6928, 0.2190, 1.5083], [1.3394, 0.5345, -0.1009], [2.0020, 0.0102, -1.3760], [-2.7990, 0.6003, -0.4584], [0.4572, -1.3323, 0.4760], [2.0610, 0.5317, 0.7256], [1.0151, 1.5761, -0.2343], [1.3228, 0.0460, -2.2372], [2.8868, 0.5988, -1.6367], [-2.3493, -1.3407, 1.3776], [-0.4257, -0.3358, 2.4594], [-0.5060, 1.2677, 1.7618], [2.3148, -1.0334, -1.2547], [-0.8488, 0.2494, -1.4975]]
}

Which structure is the most stable? The one labeled model two.

Model one:
{
  "formula": "C4H4O4",
  "method": "wB97M-V/def2-TZVPD",
  "gap_ev": 9.81,
  "e_homo_ev": -9.6,
  "symbols": ["O", "O", "O", "O", "C", "C", "C", "C", "H", "H", "H", "H"],
  "xyz": [[-3.3076, 0.9700, -0.1868], [0.9674, 0.5524, -1.3295], [1.2248, 1.4608, 0.7070], [-1.1429, 1.6391, -0.4513], [0.5262, 0.6570, -0.0788], [-0.2139, -0.5052, 0.5293], [-1.5444, -0.5747, 0.3142], [-2.1029, 0.8000, -0.1917], [0.1953, -1.3556, 1.1656], [0.2799, 0.1755, -1.8410], [-2.1726, -1.4353, 0.5658], [1.7145, 2.1941, 0.2827]]
}

Model two:
{
  "formula": "C4H4O4",
  "method": "wB97M-V/def2-TZVPD",
  "gap_ev": 11.21,
  "smiles": "O=C1C[C@H](C(=O)O)O1",
  "e_homo_ev": -10.7,
  "symbols": ["O", "O", "O", "O", "C", "C", "C", "C", "H", "H", "H", "H"],
  "xyz": [[-1.8587, -1.0886, -1.0652], [0.2576, 0.7514, 0.8287], [1.9896, 1.7184, -0.0186], [-2.1149, 0.9001, 0.1490], [-1.5044, -0.2503, -0.2726], [1.0450, -0.6578, -0.4753], [1.3784, 0.7060, 0.0366], [-0.2489, -0.4955, 0.5041], [-1.5822, 1.5180, 0.7194], [1.8263, -1.3225, -0.1264], [-0.3689, -1.1515, 1.4600], [1.1812, -0.6278, -1.7399]]
}

Which structure is the most stable? The one labeled model one.